Below is a 8-piece molecular cluster, C40H102N6O16 overall, with properties calculated with ωB97M-V with the def2-TZVPD basis set.

XYZ file:
```
164
Properties=species:S:1:pos:R:3
C 6.98648 4.13184 -0.04332
O 7.95677 3.90966 -1.03152
C 9.11597 4.72721 -0.87094
C 9.91743 4.56995 -2.14551
N 9.19804 5.11215 -3.28422
C 9.79825 4.76139 -4.58654
C 9.62322 3.31612 -4.98788
O 8.30495 2.99708 -5.35214
C 7.88972 3.55576 -6.58784
H 7.38366 4.03464 0.98482
H 6.21999 3.36203 -0.09700
H 6.58326 5.14817 -0.14008
H 9.65547 4.34571 0.00875
H 8.79547 5.75467 -0.64027
H 10.17351 3.48927 -2.09085
H 10.90692 5.03270 -2.03478
H 8.25508 4.73030 -3.21982
H 10.81223 5.15768 -4.59942
H 9.18387 5.31817 -5.30314
H 9.83338 2.69040 -4.10755
H 10.35636 2.89619 -5.69344
H 8.52919 3.18750 -7.39560
H 7.79484 4.64337 -6.57733
H 6.88077 3.16848 -6.74393
C -9.68804 7.93994 -1.44627
O -9.73555 6.73782 -2.13872
C -9.34403 5.59128 -1.40163
C -7.85375 5.23656 -1.65018
N -7.70892 3.79321 -1.74946
C -6.38401 3.38986 -2.19014
C -6.29108 1.87830 -2.23212
O -6.75385 1.26509 -1.06647
C -5.74507 1.22494 -0.07846
H -9.94645 8.71849 -2.15226
H -8.68600 8.10800 -1.02170
H -10.35732 7.93017 -0.57471
H -9.95495 4.75426 -1.73349
H -9.50419 5.76250 -0.32837
H -7.25742 5.60110 -0.79799
H -7.53855 5.72817 -2.56650
H -7.85800 3.31716 -0.86423
H -5.53735 3.69111 -1.55488
H -6.26121 3.76461 -3.20815
H -5.26303 1.59192 -2.50147
H -6.88254 1.46795 -3.05754
H -5.03440 0.43954 -0.33783
H -6.19846 0.90242 0.86271
H -5.39572 2.23361 0.16554
C 2.79401 -6.58084 -3.43526
O 2.64263 -6.06220 -2.13253
C 3.57112 -5.05661 -1.74470
C 3.00760 -3.67497 -1.67001
N 2.63966 -3.15638 -2.98222
C 1.90572 -1.87051 -2.88718
C 0.95113 -1.70519 -4.02460
O 0.00090 -2.75915 -4.01615
C -1.07415 -2.56095 -4.89467
H 2.18712 -7.48195 -3.49416
H 3.83268 -6.91372 -3.60382
H 2.58406 -5.87239 -4.24357
H 4.50574 -5.06784 -2.32412
H 3.91390 -5.39686 -0.75779
H 3.77466 -3.00943 -1.27318
H 2.16040 -3.65533 -0.96444
H 1.98958 -3.80230 -3.42629
H 2.60233 -1.03349 -2.84808
H 1.32112 -1.89558 -1.95396
H 1.48590 -1.55131 -4.97618
H 0.41454 -0.74931 -3.85838
H -1.55659 -3.52288 -5.06894
H -0.79562 -2.15028 -5.87152
H -1.83634 -1.90171 -4.46547
C -8.85356 -6.81823 6.24048
O -8.82432 -5.47410 5.80782
C -7.66384 -5.17359 5.04902
C -7.49643 -3.67006 4.87627
N -8.26803 -3.21093 3.71601
C -8.41710 -1.75710 3.61617
C -7.13274 -0.89526 3.43476
O -6.49561 -1.05260 2.21009
C -5.91522 -2.26368 1.85954
H -8.78485 -7.51864 5.40225
H -9.76373 -6.95573 6.82215
H -8.03383 -7.03349 6.94629
H -7.65626 -5.68102 4.06963
H -6.76696 -5.54927 5.57689
H -6.41939 -3.49817 4.73317
H -7.90492 -3.15162 5.74340
H -7.78285 -3.58031 2.91006
H -8.95122 -1.42194 4.50574
H -8.96259 -1.58768 2.68442
H -6.45281 -0.98015 4.28766
H -7.59131 0.09801 3.41775
H -6.62420 -2.93082 1.34821
H -5.41622 -2.79971 2.67515
H -5.15312 -2.07226 1.09754
C 5.01088 -5.06505 3.24220
O 6.10550 -4.18118 3.42097
C 5.99823 -3.05455 2.57592
C 6.68001 -1.85931 3.18905
N 5.85962 -1.32063 4.29285
C 6.20482 0.06943 4.59082
C 5.23975 0.98619 3.85680
O 5.85147 2.24276 3.62811
C 5.03504 3.10541 2.86456
H 4.95733 -5.32328 2.17505
H 4.07648 -4.57555 3.53948
H 5.25177 -5.94280 3.83389
H 4.93927 -2.88567 2.33276
H 6.41524 -3.31480 1.58320
H 6.70267 -1.11360 2.38751
H 7.69385 -2.16177 3.47089
H 6.10378 -1.86633 5.11357
H 7.24038 0.38816 4.41849
H 6.05039 0.21439 5.66404
H 4.33494 1.09969 4.47235
H 4.91019 0.56642 2.89465
H 5.37305 3.12525 1.82094
H 5.16093 4.11980 3.24323
H 3.98781 2.80228 2.89851
C 3.59737 2.03335 0.55028
O 2.43272 1.38476 0.09255
C 1.27945 1.75582 0.78411
C 0.27582 0.58640 0.86855
N -1.02554 1.00574 0.46969
C -2.14853 0.11486 0.68812
C -2.20912 -1.18512 -0.09147
O -2.71171 -0.94205 -1.40396
C -3.12011 -2.12482 -2.04592
H 4.42416 1.71045 -0.07312
H 3.68786 1.94162 1.64209
H 3.53186 3.13671 0.43920
H 0.82184 2.62673 0.29969
H 1.53981 2.05971 1.80722
H 0.30449 0.23845 1.90828
H 0.70980 -0.28234 0.34640
H -1.02487 1.21780 -0.52667
H -3.06455 0.67106 0.48937
H -2.24286 -0.17215 1.74250
H -2.95345 -1.83233 0.40457
H -1.27720 -1.76585 -0.10464
H -3.39377 -1.98250 -3.08970
H -4.06549 -2.48783 -1.60043
H -2.41105 -2.96094 -1.99943
O 1.91738 -4.86671 1.36895
C 0.97445 -5.80250 0.80622
C -0.30001 -5.77774 1.61699
O -1.06948 -4.59153 1.37821
H 2.26232 -5.29481 2.15896
H 0.80258 -5.52397 -0.22805
H 1.35923 -6.82275 0.91904
H -0.11526 -5.89142 2.69484
H -0.96666 -6.60991 1.36308
H -0.44521 -3.90745 1.10800
O -3.02975 3.79220 -1.98167
C -2.88259 4.21758 -0.63117
C -1.45789 4.54709 -0.25608
O -1.03160 5.82366 -0.79792
H -2.76805 4.53692 -2.53468
H -3.50179 5.10788 -0.45483
H -3.30865 3.41262 -0.03281
H -0.80773 3.74510 -0.61902
H -1.36517 4.65362 0.82349
H -1.07240 5.75045 -1.75807
```

Summary:
- E: -84823.2078 eV
- Molar mass: 923.3 g/mol
- LUMO energy: 0.47 eV
- Highest occupied orbital energy: -8.485 eV
- Relative energy (zero: lowest compared OMol25 entry of this formula, charge and spin): 39.4 kcal per mole
- SMILES string: COCCNCCOC.COCCNCCOC.COCCNCCOC.COCCNCCOC.COCCNCCOC.COCCNCCOC.OCCO.OCCO

Atomic partial charges in e from the Löwdin method, atoms 1 to 6: C -0.1209; O -0.1984; C -0.2243; C -0.2383; N -0.0441; C -0.1916

=====

Below is one molecule with the formula Cl2H3PSi, with properties calculated with ωB97M-V with the def2-TZVPD basis set.

XYZ file:
```
7
Properties=species:S:1:pos:R:3
P -1.11356 0.91398 0.55960
Si 0.36233 -0.52951 -0.42907
Cl 0.54888 0.75379 -2.37987
Cl 0.08452 -2.44907 -0.84293
H -0.16746 1.65109 1.26694
H -1.29342 -0.04267 1.52792
H 1.57871 -0.29760 0.29741
```

Summary:
- E: -42261.5400 eV
- Molar mass: 133.0 g/mol
- LUMO energy: 0.28 eV
- Highest occupied orbital energy: -10.066 eV
- Relative energy (zero: lowest compared OMol25 entry of this formula, charge and spin): 20.4 kcal per mole
- SMILES string: P[SiH](Cl)Cl

Atomic partial charges in e from the Löwdin method, atoms 1 to 6: P 0.5239; Si -0.3035; Cl -0.0463; Cl 0.2934; H -0.1611; H -0.2056